(1)
{
  "formula": "C4H3F4S",
  "method": "wB97M-V/def2-TZVPD",
  "e_lumo_ha": -0.1865,
  "orbital_gap_ev": 11.0,
  "total_charge": 1,
  "species": ["C", "C", "C", "H", "C", "S", "F", "F", "H", "H", "F", "F"],
  "coordinates": [[-0.9205, 1.0101, -1.7242], [-1.8349, 1.7598, -1.9229], [-0.1436, -0.4756, 0.5415], [1.3812, 1.0112, -0.8512], [1.1020, -1.1163, 1.2629], [0.4107, 0.1045, -1.1521], [0.7507, -2.2134, 1.8954], [-1.1077, -1.3473, 0.3755], [1.5527, -0.3683, 1.9254], [-2.5979, 2.5135, -1.8649], [-0.5770, 0.5679, 1.2414], [1.9844, -1.4462, 0.2732]],
  "lowdin_charge": [-0.354, 0.179, -0.628, 0.076, -0.323, 1.257, 0.170, 0.175, 0.184, 0.085, 0.134, 0.044]
}



(2)
{
  "formula": "C4H3FGdO5",
  "method": "wB97M-V/def2-TZVPD",
  "e_lumo_ha": [-0.5174, -0.6167],
  "orbital_gap_ev": [9.3, 5.2],
  "total_charge": 3,
  "multiplicity": 8,
  "species": ["H", "O", "H", "Gd", "O", "O", "O", "C", "C", "C", "C", "F", "O", "H"],
  "coordinates": [[-1.8807, 1.8615, -1.0504], [-4.6430, -1.2119, 0.3565], [-1.5189, -0.5616, 0.7531], [2.5217, -0.3593, 0.1594], [7.1729, -1.1709, 0.3563], [0.2541, 0.2910, -0.2481], [-3.3293, 0.5716, -0.2563], [-0.9349, 0.3990, 0.2676], [-3.7907, -0.4723, 0.1736], [6.0507, -0.9566, 0.3676], [-1.9214, 0.7942, -0.8260], [-1.0161, 1.3716, 1.2547], [4.9147, -0.6792, 0.3809], [-1.8791, 0.1228, -1.6889]],
  "lowdin_charge": [0.181, 0.457, 0.231, 2.310, 0.400, -0.216, 0.226, -0.495, -0.118, -0.298, 0.116, 0.082, -0.050, 0.173]
}